Computed, not measured: 5 unconnected molecules or ions with the total composition C38H40ClN5O10S, with the ωB97M-V functional and the def2-TZVPD basis.

XYZ file:
```
95
Properties=species:S:1:pos:R:3:forces:R:3
Cl 3.494 4.934 -0.102 -0.568 0.027 -0.176
S 4.717 -0.882 -4.524 0.240 0.655 -3.068
O 4.291 0.482 -4.762 -0.073 -0.765 1.284
O -1.732 1.546 -2.768 0.367 -0.057 -0.094
O 2.954 3.841 -2.373 -0.115 -0.221 -0.341
O 5.138 -1.555 -5.734 -0.078 -0.229 1.269
O -1.074 -2.248 -0.355 0.211 -1.008 0.457
O -1.497 -2.196 -4.640 0.173 0.163 -0.214
O -0.134 -3.345 -3.322 -0.639 -0.058 0.531
O 3.494 -1.735 -3.890 0.883 0.624 0.131
O -1.534 0.182 0.865 -0.609 -0.103 0.232
O 2.916 1.993 0.577 0.509 0.286 0.197
N -6.616 0.830 -4.210 0.047 0.026 -0.011
N -3.589 2.829 6.533 0.013 0.013 0.063
N -2.160 4.870 2.659 -0.069 -0.001 -0.007
N 4.131 -4.928 2.597 -0.083 -0.056 0.039
N -1.469 -3.178 1.883 0.159 -0.580 -0.171
C -0.600 0.513 0.196 1.107 0.191 -0.639
C 6.077 -0.971 -3.342 -0.399 -0.443 0.570
C -0.422 1.933 -0.299 -0.496 -0.101 0.129
C 4.264 -0.122 -1.001 -0.010 -0.264 -0.073
C 1.015 3.864 -0.962 0.235 -0.734 0.330
C -1.697 2.662 -0.665 0.308 -0.019 -0.716
C 1.949 -4.588 2.757 -0.178 0.048 -0.053
C 0.803 2.444 -0.420 0.321 -0.040 0.013
C -6.173 0.035 -5.233 -0.009 -0.013 0.019
C 1.966 1.559 -0.008 -1.184 -0.426 -0.594
C 1.056 -4.031 -1.294 -0.427 0.166 0.232
C -2.675 3.669 3.066 0.104 -0.069 -0.006
C -1.362 -2.990 -3.764 -0.139 0.518 -0.605
C -5.551 1.224 -3.444 -0.013 -0.025 -0.014
C 5.821 -1.896 -2.132 0.418 0.041 0.118
C 2.223 -5.946 3.074 0.099 -0.061 -0.004
C -0.134 -4.266 -2.231 0.407 -1.132 0.063
C -4.570 1.900 6.741 0.032 0.013 -0.042
C -4.417 0.672 -3.980 -0.114 -0.005 0.037
C -1.844 2.595 -2.200 -0.037 -0.086 0.519
C 0.239 -1.776 -0.512 1.472 1.181 0.053
C 5.406 -1.152 -0.850 -0.194 0.395 -0.397
C -1.234 -2.854 0.803 -0.382 1.267 -0.257
C 2.461 4.128 -1.343 0.381 0.287 0.524
C -2.933 3.073 7.708 0.012 -0.014 -0.043
C 1.295 -2.573 -0.950 -0.284 -0.589 -0.217
C -4.343 5.168 2.878 0.019 0.060 -0.005
C 0.498 -0.433 -0.240 -0.371 0.163 0.177
C 2.871 -0.688 -0.807 -0.456 -0.203 0.474
C -4.538 1.541 8.063 -0.052 -0.017 -0.030
C 3.144 -3.988 2.470 0.154 0.121 -0.136
C 2.576 -2.027 -1.088 -0.552 0.260 0.121
C -4.030 3.822 3.209 0.019 -0.036 0.033
C -3.169 5.789 2.545 0.022 -0.015 -0.064
C 3.578 -6.123 2.971 -0.007 0.002 -0.063
C 1.788 0.096 -0.366 0.311 0.084 -0.107
C -3.498 2.287 8.678 0.042 0.039 0.021
C -4.814 -0.084 -5.116 -0.078 -0.027 -0.062
H -0.025 -5.279 -2.640 0.010 0.140 -0.017
H -7.572 1.083 -4.047 -0.015 0.008 -0.003
H 0.986 -4.105 2.741 -0.018 -0.024 0.041
H 1.508 -6.703 3.347 0.003 0.011 0.020
H 6.917 -1.349 -3.922 -0.247 -0.003 -0.235
H 5.108 -4.767 2.439 0.022 0.003 0.040
H -2.965 6.801 2.240 -0.023 0.003 0.010
H -2.124 3.782 7.753 0.002 -0.008 0.020
H -5.188 0.825 8.537 0.001 0.002 -0.003
H -4.172 -0.649 -5.771 0.026 0.000 0.027
H 6.313 0.057 -3.059 -0.225 -0.018 0.019
H 3.337 -2.694 -1.465 0.049 0.072 0.077
H -1.079 -4.281 -1.686 0.021 0.397 -0.149
H -4.721 3.053 3.516 -0.005 -0.010 -0.044
H -2.542 2.094 -0.267 -0.027 0.273 0.192
H -2.255 -3.450 -3.312 0.451 -0.311 0.449
H 5.156 -1.848 -0.045 0.030 -0.094 -0.141
H -1.191 5.049 2.473 0.029 0.019 0.077
H 1.948 -4.503 -1.706 0.073 0.295 -0.035
H -6.862 -0.375 -5.952 0.015 -0.008 -0.003
H 0.835 -4.572 -0.364 0.057 -0.013 -0.085
H 0.451 3.894 -1.897 0.047 0.304 0.038
H -5.317 5.626 2.884 0.004 -0.001 0.012
H 6.288 -0.604 -0.503 -0.052 -0.034 -0.055
H -2.070 3.516 -2.770 -0.047 0.033 0.177
H 2.693 -1.345 -4.276 -0.207 -0.021 0.051
H 3.374 -2.975 2.185 -0.016 0.012 0.022
H 6.773 -2.392 -1.917 -0.105 -0.023 -0.039
H 4.460 0.692 -0.307 -0.250 -0.136 0.012
H 4.261 0.346 -1.996 0.186 -0.052 0.074
H -3.418 0.793 -3.602 -0.136 -0.102 -0.143
H -3.382 3.265 5.651 -0.048 0.037 -0.024
H 5.139 -2.693 -2.431 -0.024 0.102 0.124
H -3.199 2.251 9.712 -0.002 0.002 -0.003
H -1.716 3.701 -0.334 -0.085 -0.106 0.182
H -5.204 1.575 5.934 -0.003 -0.025 0.017
H 0.633 4.595 -0.249 0.120 0.101 -0.110
H -5.694 1.861 -2.587 0.002 -0.019 0.009
H -2.036 2.815 3.218 -0.041 -0.029 -0.028
H 4.193 -6.993 3.128 -0.019 -0.006 0.005
```
Positions in Å, forces in eV/Å.

Summary:
LUMO energy: -1.302 eV

Taken from the Mulliken analysis, the atomic charges in e are:
1. Cl -0.208
2. S 1.259
3. O -0.616
4. O -0.502
5. O -0.428
6. O -0.695
7. O -0.516
8. O -0.443
9. O -0.250
10. O -0.341
11. O -0.610
12. O -0.570
13. N 0.015
14. N 0.087
15. N 0.081
16. N 0.003
17. N -0.594
18. C -0.422
19. C -0.916
20. C 0.991
21. C -0.370
22. C -0.501
23. C -1.267
24. C -0.072
25. C 0.867
26. C -0.413
27. C -0.513
28. C -1.452
29. C -0.688
30. C 0.191
31. C -0.813
32. C -0.645
33. C -0.737
34. C -0.645
35. C -0.213
36. C 0.151
37. C -0.093
38. C 0.455
39. C -1.300
40. C 0.531
41. C 0.412
42. C -0.442
43. C 0.852
44. C -0.542
45. C 0.875
46. C 0.527
47. C -0.617
48. C -0.842
49. C -1.001
50. C -0.287
51. C -0.620
52. C -0.434
53. C 0.114
54. C -0.498
55. C -0.966
56. H 0.420
57. H 0.170
58. H 0.568
59. H 0.405
60. H 0.449
61. H 0.198
62. H 0.393
63. H 0.344
64. H 0.379
65. H 0.428
66. H 0.460
67. H 0.171
68. H 0.405
69. H 0.528
70. H 0.401
71. H 0.349
72. H 0.313
73. H 0.207
74. H 0.519
75. H 0.394
76. H 0.315
77. H 0.209
78. H 0.438
79. H 0.493
80. H 0.400
81. H 0.300
82. H 0.517
83. H 0.581
84. H 0.547
85. H 0.394
86. H 0.719
87. H 0.236
88. H 0.238
89. H 0.382
90. H 0.335
91. H 0.334
92. H 0.445
93. H 0.381
94. H 0.506
95. H 0.398

Computed, not measured: a molecular structure, C38H40CoFN3S4, with the ωB97M-V functional and the def2-TZVPD basis.

XYZ file:
```
87
Properties=species:S:1:pos:R:3:forces:R:3
Co 0.284 -2.040 -0.919 0.245 -0.048 0.246
S -0.032 -0.885 3.784 0.094 0.159 -0.153
S 0.026 -4.340 -0.845 -0.147 0.199 -0.106
S 2.504 -2.410 -1.538 -0.302 0.130 0.186
S -4.190 -2.732 -0.749 -0.170 -0.074 -0.057
F 0.054 -0.991 -2.904 0.161 -0.404 -0.160
N -0.505 0.875 -0.610 -0.152 0.051 -0.021
N -0.029 -0.927 1.133 -0.109 0.270 0.303
N -1.812 -1.915 -0.762 0.829 -0.044 0.623
C 4.140 -4.646 -1.317 -0.127 0.053 -0.005
C 1.852 3.801 -1.301 0.013 -0.003 0.049
C 1.782 0.280 0.349 -0.098 0.216 0.291
C 3.356 0.166 2.330 -0.022 -0.012 0.081
C -1.277 2.338 -2.415 -0.008 -0.149 0.158
C -1.344 1.719 -4.745 -0.028 0.074 -0.035
C -0.745 1.095 -1.974 0.127 0.045 0.181
C -0.766 2.037 0.220 0.072 -0.189 0.022
C 1.685 2.874 -0.085 -0.042 -0.053 -0.109
C -2.522 -2.608 -3.021 0.087 -0.030 0.012
C 4.087 1.121 2.986 -0.220 0.070 -0.105
C 1.899 0.335 1.947 -0.184 0.028 -0.153
C -1.571 2.638 -3.733 -0.044 0.008 -0.050
C -1.425 -1.436 2.886 -0.201 -0.177 0.436
C 3.535 2.328 3.482 -0.027 -0.016 -0.101
C -2.289 3.416 1.488 0.008 0.062 -0.011
C 0.397 -0.222 -0.096 0.148 -0.364 -0.472
C 1.845 -6.412 -0.679 -0.045 0.048 -0.002
C 0.259 2.967 0.443 0.052 0.002 -0.123
C 1.354 1.555 2.668 0.137 -0.179 0.180
C -3.894 0.935 1.862 0.088 -0.059 -0.002
C 2.134 2.452 3.346 0.094 -0.202 -0.162
C -1.285 4.352 1.693 -0.070 -0.027 0.039
C -2.054 2.260 0.751 -0.034 -0.084 -0.057
C 0.990 -0.937 2.211 -0.027 0.202 0.040
C -1.279 -1.367 1.556 0.233 -0.132 -0.466
C -2.713 -2.374 -1.560 -0.418 -0.076 -0.139
C -4.305 1.929 -0.390 0.087 -0.021 0.089
C -0.795 0.504 -4.376 -0.075 0.129 -0.133
C -2.237 -1.842 0.559 0.428 0.246 -0.113
C 1.681 -4.933 -0.936 -0.029 -0.232 0.010
C -3.235 1.321 0.533 -0.034 0.110 -0.001
C 2.256 1.485 -0.430 -0.111 0.119 -0.065
C 1.742 -2.260 2.215 -0.088 -0.024 -0.051
C -0.507 0.217 -3.059 -0.081 0.251 0.238
C -0.032 4.121 1.171 0.079 0.008 -0.005
C -3.509 -2.248 0.749 -0.453 -0.206 0.017
C 2.711 -4.130 -1.230 0.178 0.026 -0.053
H -5.144 1.232 -0.497 0.068 0.056 0.008
H 4.251 -5.438 -2.068 -0.012 0.048 0.034
H -3.156 0.534 2.560 -0.056 0.034 -0.037
H 2.076 1.274 -1.493 0.008 0.013 0.021
H 2.482 -0.515 0.096 0.030 -0.047 -0.056
H 4.138 3.066 4.001 -0.068 -0.083 0.004
H -2.861 0.418 0.056 0.036 0.017 -0.024
H 1.630 3.300 3.813 -0.006 -0.005 -0.026
H 3.340 1.545 -0.313 0.058 0.091 -0.009
H 2.260 -2.408 1.261 -0.011 0.039 0.055
H -4.662 0.173 1.691 0.046 0.082 0.008
H -3.277 3.594 1.902 0.063 -0.016 -0.025
H -0.558 -0.261 -5.108 0.005 0.023 0.076
H -1.537 -3.053 -3.175 -0.050 -0.011 0.062
H 4.806 -3.827 -1.588 0.011 -0.004 -0.003
H 1.371 -6.688 0.271 0.039 0.001 -0.068
H 1.347 -6.998 -1.464 0.030 0.024 0.064
H 2.303 3.277 0.721 -0.033 -0.034 0.067
H -4.061 -2.327 1.674 0.080 0.085 -0.113
H 1.033 -3.083 2.339 0.015 0.024 -0.036
H -2.567 -1.664 -3.567 -0.012 0.024 0.009
H -1.566 1.942 -5.781 0.011 -0.015 0.051
H -3.287 -3.280 -3.408 -0.009 0.003 0.000
H 3.859 -0.728 1.964 -0.036 0.112 0.051
H -4.690 2.865 0.034 0.021 -0.075 -0.040
H 2.465 -2.275 3.035 -0.067 0.027 -0.045
H -1.452 3.108 -1.681 -0.024 0.012 0.061
H 4.482 -5.050 -0.357 0.000 0.028 -0.045
H 1.520 4.822 -1.081 0.037 -0.069 -0.012
H -3.911 2.139 -1.383 0.059 0.032 -0.062
H 2.896 -6.713 -0.641 -0.096 0.011 -0.001
H 0.773 4.825 1.363 -0.024 -0.041 -0.019
H -4.377 1.800 2.328 0.016 -0.064 -0.029
H 1.272 3.428 -2.149 0.006 0.022 -0.002
H 2.905 3.835 -1.599 -0.061 -0.009 0.015
H 0.279 1.691 2.684 0.037 -0.004 -0.019
H -2.290 -1.824 3.413 0.101 0.040 -0.183
H -1.480 5.244 2.280 0.001 -0.017 -0.026
H 5.149 0.931 3.138 -0.045 -0.030 -0.028
H -1.977 3.617 -3.963 0.016 -0.025 0.031
```
Positions in Å, forces in eV/Å.

Summary:
2S+1: 2
Total charge: -2
LUMO energy (alpha / beta): 3.829 / 3.828 eV

Taken from the Mulliken analysis, the atomic charges in e are:
1. Co -1.059
2. S -0.454
3. S -0.624
4. S -0.530
5. S -0.400
6. F -0.252
7. N 1.979
8. N 1.283
9. N 0.991
10. C -1.743
11. C -1.633
12. C -0.561
13. C -1.018
14. C -1.066
15. C -0.728
16. C 1.913
17. C -1.854
18. C 0.432
19. C -1.176
20. C -0.615
21. C 2.669
22. C -0.784
23. C 0.438
24. C -1.180
25. C -0.300
26. C 0.019
27. C -1.435
28. C 1.213
29. C -0.897
30. C -1.624
31. C -0.379
32. C -1.139
33. C 1.424
34. C -0.513
35. C -0.750
36. C 0.277
37. C -1.712
38. C -0.425
39. C -1.691
40. C 0.752
41. C 1.955
42. C -3.356
43. C -1.290
44. C -0.523
45. C -0.731
46. C 0.180
47. C 0.488
48. H 0.437
49. H 0.384
50. H 0.293
51. H 0.275
52. H 1.599
53. H 0.284
54. H -1.131
55. H 0.358
56. H 0.846
57. H 0.058
58. H 0.382
59. H 0.256
60. H 0.475
61. H 0.175
62. H 0.387
63. H 0.256
64. H 0.232
65. H 0.639
66. H 0.490
67. H 0.430
68. H 0.165
69. H 0.377
70. H 0.506
71. H 0.241
72. H 0.314
73. H 0.379
74. H 0.471
75. H 0.315
76. H 0.391
77. H 0.343
78. H 0.407
79. H 0.460
80. H 0.388
81. H 0.280
82. H 0.436
83. H 0.322
84. H 0.428
85. H 0.340
86. H 0.317
87. H 0.419

One value per record, in order, for E: -91334.1542, -128210.7563 eV.